# 1
DFT (the ωB97M-V functional and the def2-TZVPD basis) results for a 10-piece molecular cluster, C3H25NO11S overall.

Last column: Löwdin charge in e.
Element x y z (Å)
C: 1.8927 -1.0634 -0.0514  -0.249
C: 1.7061 -1.4818 -1.5732  -0.461
S: 1.6468 -3.4012 -1.6891  0.647
N: 1.8956 0.4166 -0.0945  0.049
C: 1.7981 1.0727 1.1214  -0.666
O: 1.6061 2.4148 1.0824  -0.168
O: 2.0543 0.5017 2.1538  0.008
H: 2.8695 -1.5142 0.1781  0.105
H: 1.0465 -1.4649 0.5907  0.123
H: 0.9280 -1.0604 -2.0755  -0.024
H: 2.6050 -1.0866 -2.2087  0.108
H: 2.1419 -3.9448 -0.5956  -0.199
H: 1.4268 0.8497 -0.9578  0.129
H: 1.3941 3.0851 1.9226  0.094
H: 2.8509 3.9647 -0.0037  -0.050
H: 3.5214 3.1303 -0.9701  0.004
O: 3.6170 3.9437 -0.5023  -0.056
H: -0.3863 0.7745 -1.8972  0.018
H: -0.6309 2.1209 -2.7732  -0.086
O: -0.0711 1.4088 -2.6426  -0.109
H: -3.5616 -2.0186 0.2224  0.060
H: -3.6822 -0.5102 -0.1407  0.054
O: -3.8790 -1.4421 -0.5470  -0.160
H: -2.2745 -1.7565 4.2896  0.104
H: -0.9598 -1.4553 3.5659  0.000
O: -1.8756 -1.7120 3.3434  -0.116
H: 1.4034 -0.8919 3.2209  -0.052
H: 1.2846 -1.7812 4.3089  0.026
O: 0.8302 -1.4844 3.5672  0.007
H: -2.3384 3.5284 -2.9705  0.102
H: -1.1650 4.1236 -1.9040  0.077
O: -1.3278 3.7981 -2.8689  -0.186
H: -1.3467 -1.5836 -2.8510  0.078
H: -2.2121 -2.4005 -1.8935  0.098
O: -1.2195 -2.1712 -2.0680  -0.139
H: -2.6296 0.7723 1.6505  0.046
H: -2.4579 -0.6892 2.0406  0.001
O: -2.9269 -0.1101 1.4312  -0.113
H: -1.6213 0.0487 0.1032  -0.087
H: -0.9099 -0.8945 -0.9798  0.010
O: -1.0428 -0.0357 -0.5347  -0.027

As for the HOMO-LUMO gap (alpha / beta): 2.50 / 9.08 eV. As for the spin multiplicity: 2. Its charge is -1.

=====

# 2
DFT (the ωB97M-V functional and the def2-TZVPD basis) results for a 11-piece molecular cluster, C3H26N2O12 overall.

Last column: Löwdin charge in e.
Element x y z (Å)
C: -1.9120 2.2687 -1.8062  0.020
C: -1.5664 0.8373 -1.7160  -0.423
O: -2.4351 0.0631 -2.3506  0.090
N: -0.5870 0.3155 -1.0789  0.197
C: 0.4960 0.8777 -0.4801  -0.584
N: 0.3603 1.6025 0.7061  0.171
O: 1.6403 0.7510 -0.9178  -0.011
H: -2.0327 2.5325 -0.7470  0.095
H: -2.7127 2.4715 -2.5159  0.097
H: -1.0823 2.8789 -2.1833  0.076
H: -2.3476 -0.9376 -2.2886  0.074
H: -0.3823 1.3601 1.3388  0.082
H: 1.2050 1.9839 1.0845  0.100
O: -2.1933 -2.5867 -2.2235  -0.052
H: -2.1182 -2.7650 -1.2692  0.032
H: -1.5168 -3.1370 -2.6316  0.068
O: 0.0593 4.1005 -0.3295  -0.057
H: 0.9016 4.5036 -0.0989  0.049
H: -0.4675 4.2401 0.4618  0.045
O: -0.7888 -3.5198 -0.2785  -0.052
H: -0.9560 -3.1374 0.5979  0.017
H: 0.1706 -3.4675 -0.4021  0.067
O: -0.5483 -0.4178 4.3845  -0.067
H: -0.3844 -0.7112 3.4572  0.011
H: -1.2476 -1.0096 4.6773  0.051
O: 1.9019 -2.2949 2.1437  -0.039
H: 2.1581 -3.1542 1.7785  0.082
H: 2.3706 -1.6486 1.5590  0.024
O: 1.4767 2.6256 -3.2099  -0.069
H: 1.1024 2.4562 -2.3269  -0.012
H: 2.3065 2.2223 -2.9012  0.034
O: -0.6288 -1.9182 2.0460  -0.100
H: 0.3601 -2.1313 1.9739  0.008
H: -0.9185 -1.5163 1.2188  0.032
O: -2.5187 0.6956 2.8641  -0.081
H: -1.9494 0.1903 3.4734  -0.026
H: -3.3348 0.3180 2.5085  0.042
O: 3.4958 -0.6907 0.6157  -0.050
H: 2.8956 0.0377 0.3747  0.016
H: 3.7878 -0.3878 1.4885  0.066
O: 2.8219 -1.6325 -2.2704  -0.064
H: 1.9200 -1.3855 -2.0026  0.017
H: 3.1985 -0.8831 -2.7241  0.025

As for the HOMO-LUMO gap: 10.28 eV. As for the spin multiplicity: 1. As for the SMILES: C/C(O)=N\C(N)=O.O.O.O.O.O.O.O.O.O.O. Its charge is 0.

=====

# 3
DFT (the ωB97M-V functional and the def2-TZVPD basis) results for a 11-piece molecular cluster, C3H28N2O12 overall.

Last column: Löwdin charge in e.
Element x y z (Å)
N: -2.3248 0.7719 0.1042  0.135
C: -1.7247 -0.4298 0.4478  -0.511
O: -1.1308 -1.1058 -0.3684  -0.022
C: -1.8157 -0.7683 1.9051  -0.115
N: -0.5027 -1.0751 2.6028  -0.005
C: -0.4130 -2.4963 2.6167  -0.282
O: -0.4861 -3.0693 1.3089  -0.038
H: -2.3259 1.1063 -0.9190  0.101
H: -3.1121 1.2744 0.6285  0.141
H: -2.5940 -1.5937 2.1605  0.160
H: -2.1745 0.1160 2.4313  0.093
H: 0.3103 -0.5733 2.2502  0.100
H: -1.1478 -2.9818 3.2779  0.129
H: 0.5563 -2.8147 2.9538  0.108
H: -0.0894 -2.7081 0.6062  -0.010
O: -0.6286 2.3691 3.4475  0.022
H: -0.2784 2.5244 4.2396  -0.036
H: -0.0476 2.6396 2.7617  0.016
O: -2.2149 0.1893 -2.6625  -0.020
H: -2.5002 0.7858 -3.4702  0.136
H: -2.5649 -0.5868 -2.8238  -0.051
O: 3.3090 -0.3420 0.4730  -0.070
H: 2.7343 -0.4888 1.1873  -0.008
H: 4.2427 -0.5756 0.8006  0.099
O: 1.5020 1.1720 0.4178  -0.016
H: 2.0065 1.8949 0.5470  -0.024
H: 0.6263 1.5048 0.3001  0.033
O: -3.2188 -2.7049 -0.1678  -0.097
H: -2.4765 -3.1901 0.2842  0.047
H: -2.9273 -2.4408 -1.0901  0.059
O: 1.9955 -3.4666 -0.9746  0.037
H: 2.8496 -3.5157 -1.2450  -0.014
H: 1.6715 -2.7304 -1.3370  -0.084
O: 1.3479 4.0186 -0.1580  -0.030
H: 2.1690 4.5535 -0.4696  0.118
H: 0.6423 4.2584 -0.6212  -0.083
O: 0.9505 -0.9516 -1.6077  -0.086
H: 0.0104 -0.9015 -1.7717  0.008
H: 1.2576 -0.5093 -0.7517  0.048
O: -0.1286 3.9895 -2.5837  -0.037
H: -1.0610 3.4935 -2.6076  0.125
H: 0.3619 3.5555 -3.1830  -0.033
O: 3.2593 0.6196 -3.3472  -0.037
H: 2.4950 0.1639 -3.0280  -0.012
H: 3.5902 1.0194 -2.5649  0.006

As for the HOMO-LUMO gap: 8.67 eV. As for the spin multiplicity: 1. As for the SMILES: NC(=O)CNCO.O.O.O.O.O.O.O.O.O.O. For the energy above the lowest of the compared OMol25 structures with the same formula, charge and spin, the calculation gives 142.7 kcal per mole. Its charge is 0.

=====

# 4
DFT (the ωB97M-V functional and the def2-TZVPD basis) results for a 11-piece molecular cluster, C3H28N6O11 overall.

Last column: Löwdin charge in e.
Element x y z (Å)
N: -2.0764 3.3343 -2.3003  0.140
C: -0.8746 2.9412 -2.8913  -0.626
N: -0.9446 1.6503 -3.5041  0.150
O: 0.1000 3.6786 -2.8783  0.036
H: -2.7063 2.6895 -1.8774  0.077
H: -1.9589 4.2697 -1.9216  0.104
H: -0.1549 1.4524 -4.1092  0.108
H: -1.7158 1.1074 -3.6525  0.049
N: -2.6233 -0.7174 0.6191  0.204
C: -2.1332 -1.4904 -0.3446  -0.676
N: -1.7816 -2.7687 -0.1579  0.176
O: -2.0423 -1.0614 -1.5045  -0.032
H: -3.0005 0.1858 0.4422  0.073
H: -2.7016 -1.0051 1.5825  0.085
H: -1.5981 -3.2015 0.7436  0.119
H: -1.3834 -3.1942 -1.0171  0.116
N: 3.2201 0.2846 -0.9286  0.177
C: 3.5321 0.1253 0.3936  -0.635
N: 3.2273 1.1516 1.2546  0.173
O: 4.1609 -0.8287 0.8877  -0.014
H: 3.1995 -0.5228 -1.5143  0.107
H: 2.4889 0.9178 -1.1333  0.048
H: 3.3520 1.0873 2.2184  0.086
H: 2.8157 1.9806 0.8496  0.101
O: 0.0189 -0.6651 3.4432  -0.056
H: 0.2920 -1.1733 2.6837  0.016
H: -0.9607 -0.7501 3.4762  0.018
O: 0.5498 1.2043 -0.8619  -0.054
H: 0.7693 0.3929 -0.4039  0.024
H: -0.1689 0.8576 -1.4013  0.026
O: -3.0964 -0.3090 3.8719  -0.066
H: -3.3474 0.3153 3.1753  0.013
H: -2.9237 0.2241 4.6766  0.074
O: -2.8244 2.0018 1.5573  -0.100
H: -1.8543 2.1094 1.7313  0.010
H: -3.1204 2.9309 1.3909  0.070
O: 1.4219 -2.0405 0.1326  -0.021
H: 1.0446 -2.4605 -0.6213  -0.009
H: 2.2730 -2.3887 0.3094  -0.010
O: -0.0676 2.0888 1.9901  -0.078
H: 0.1134 1.8928 1.0131  0.052
H: 0.3272 1.3950 2.5123  0.010
O: 0.0714 -2.3628 -2.5548  -0.048
H: -0.7219 -1.8842 -2.3545  -0.039
H: 0.0660 -2.5103 -3.5006  0.050
O: 4.2135 -3.7288 -0.0654  -0.088
H: 4.5230 -2.9288 0.4104  0.012
H: 5.0010 -4.2768 0.1332  0.048

As for the HOMO-LUMO gap: 10.05 eV. As for the spin multiplicity: 1. As for the SMILES: NC(N)=O.NC(N)=O.NC(N)=O.O.O.O.O.O.O.O.O. For the energy above the lowest of the compared OMol25 structures with the same formula, charge and spin, the calculation gives 6.0 kcal per mole. Its charge is 0.

=====

# 5
DFT (the ωB97M-V functional and the def2-TZVPD basis) results for a 11-piece molecular cluster, C3H29NO11 overall.

Last column: Löwdin charge in e.
Element x y z (Å)
C: -1.3025 0.4040 -0.6383  -0.192
N: -1.1878 -0.3789 0.5540  0.165
C: -1.0574 0.4600 1.7561  -0.171
O: 0.2987 0.8813 1.7766  -0.035
C: -1.2891 -0.4648 -1.9208  -0.027
H: -0.4762 1.1218 -0.8051  0.140
H: -2.2201 0.9989 -0.6528  0.152
H: -0.5053 -1.1717 0.3957  0.105
H: -1.1132 -0.0224 2.7346  0.137
H: -1.6939 1.3348 1.7688  0.155
H: 0.4473 1.7092 1.2619  0.079
H: -1.5099 0.0858 -2.8239  0.096
H: -2.0439 -1.2402 -1.7647  0.090
H: -0.3375 -0.9905 -1.9254  0.050
H: 0.0144 4.2930 0.7729  0.062
H: 1.0821 3.5119 -0.1154  0.014
O: 0.6805 3.6067 0.7588  -0.038
H: 0.2892 -1.8693 4.5836  0.051
H: 0.9313 -0.6140 3.9230  0.003
O: 0.2150 -0.9164 4.4868  -0.042
H: 2.0864 0.2552 -3.6439  0.029
H: 3.3323 1.0051 -3.4342  0.086
O: 2.4356 0.9721 -3.0691  -0.060
H: 2.6064 -1.1151 2.2523  0.100
H: 1.2556 -0.4053 1.8262  0.008
O: 1.6833 -1.2685 2.0243  -0.046
H: 1.7191 -1.5011 -2.9871  0.040
H: 1.5401 -2.3862 -4.1430  0.077
O: 1.5064 -1.4426 -3.9304  -0.050
H: -3.1294 -0.2518 1.1982  -0.029
H: -4.5880 -0.8781 1.4942  0.070
O: -3.9043 -0.2561 1.7523  -0.009
H: 1.5038 2.5082 -2.2940  -0.049
H: 0.4670 3.2327 -3.1862  0.049
O: 0.9420 3.2566 -2.3551  -0.039
H: 1.2104 -2.1388 0.7486  0.026
H: 0.1390 -3.2155 0.4450  0.064
O: 0.5829 -2.4628 0.0345  -0.064
H: -1.8077 -2.9933 1.0522  0.003
H: -2.8731 -2.2571 1.8071  0.004
O: -2.3412 -3.0650 1.8502  -0.020
H: 2.7087 1.1198 -1.0282  0.050
H: 1.5108 0.9457 -0.1854  0.004
O: 2.1924 1.6029 -0.3546  -0.039

As for the HOMO-LUMO gap (alpha / beta): 11.27 / 6.05 eV. As for the spin multiplicity: 2. For the energy above the lowest of the compared OMol25 structures with the same formula, charge and spin, the calculation gives 0.0 kcal per mole. Its charge is +1.

=====

# 6
DFT (the ωB97M-V functional and the def2-TZVPD basis) results for C3H2AgFO2 as an isolated structure.

Last column: Löwdin charge in e.
Element x y z (Å)
C: -0.3625 0.3620 0.1174  0.051
O: 0.3801 -1.5779 -0.1911  0.057
C: 0.9487 -0.3384 0.0106  -0.463
C: -0.8628 -0.8672 -0.0632  -0.011
O: 2.1334 -0.1615 0.1374  -0.112
Ag: 3.6114 1.2811 0.2064  0.197
H: -0.7116 1.3818 0.4119  0.124
H: -1.8074 -1.3907 -0.1969  0.136
F: -3.3293 1.3108 -0.4325  0.022

As for the HOMO-LUMO gap (alpha / beta): 4.89 / 4.98 eV. As for the spin multiplicity: 3. For the energy above the lowest of the compared OMol25 structures with the same formula, charge and spin, the calculation gives 45.9 kcal per mole. Its charge is 0.

=====

# 7
DFT (the ωB97M-V functional and the def2-TZVPD basis) results for C3H2AgO3 as an isolated structure.

Last column: Löwdin charge in e.
Element x y z (Å)
O: -1.1316 1.3639 0.2668  -0.253
C: 2.6548 -0.3081 0.3719  0.094
C: -1.4554 0.0621 0.2065  -0.240
O: 2.5054 0.8611 0.3293  -0.115
O: 0.6397 -0.4611 -0.7100  -0.336
C: -0.5731 -0.8730 -0.2153  -0.194
Ag: 0.6289 1.5251 -0.5171  0.812
H: -2.4636 -0.2296 0.5268  0.117
H: -0.8052 -1.9403 -0.2588  0.115

As for the HOMO-LUMO gap (alpha / beta): 8.50 / 7.28 eV. As for the spin multiplicity: 2. For the energy above the lowest of the compared OMol25 structures with the same formula, charge and spin, the calculation gives 12.4 kcal per mole. Its charge is 0.

=====

# 8
DFT (the ωB97M-V functional and the def2-TZVPD basis) results for a 2-piece molecular cluster, C3H2BF2O8S overall.

Last column: Löwdin charge in e.
Element x y z (Å)
O: 0.4197 0.5768 -1.5351  0.165
C: -0.0515 1.6649 -1.8816  -0.487
O: 0.4187 2.9515 -1.4803  -0.156
O: 1.7215 3.1397 -1.8690  0.003
O: -1.2295 1.6618 -2.7368  -0.396
S: -2.1217 3.0529 -2.2314  0.815
H: 2.0123 3.9065 -1.3121  0.138
H: -2.6448 2.7619 -0.9567  -0.078
B: 1.2034 -2.6285 1.2002  -1.008
O: 0.9837 -1.4284 2.0282  0.217
C: -0.3291 -1.2930 2.1932  -0.419
O: -0.8493 -0.4034 2.8272  0.115
C: -1.0259 -2.3792 1.4936  -0.418
O: -2.2231 -2.5453 1.4475  0.119
O: -0.1347 -3.1723 0.9048  0.218
F: 1.9792 -3.5925 1.9241  0.083
F: 1.8711 -2.2735 -0.0155  0.088

As for the HOMO-LUMO gap: 8.45 eV. As for the spin multiplicity: 1. Its charge is -1.

=====

# 9
DFT (the ωB97M-V functional and the def2-TZVPD basis) results for a 2-piece molecular cluster, C3H2Br2ClF overall.

Last column: Löwdin charge in e.
Element x y z (Å)
C: -0.2898 0.0178 1.0676  -0.208
C: -0.9064 1.0322 -1.4203  -0.610
C: 0.6642 -0.8399 0.8588  -1.177
F: -0.6914 -0.1109 -2.0251  -0.059
Cl: -0.0361 2.2299 -2.0967  0.734
Br: 2.5669 -0.2842 0.6091  0.573
Br: 0.1557 -2.6358 0.6464  0.693
H: -0.2373 0.9890 0.9995  -0.009
H: -1.2258 -0.3980 1.3607  0.063

As for the HOMO-LUMO gap: 8.87 eV. As for the spin multiplicity: 1. For the energy above the lowest of the compared OMol25 structures with the same formula, charge and spin, the calculation gives 69.3 kcal per mole. Its charge is 0.

=====

# 10
DFT (the ωB97M-V functional and the def2-TZVPD basis) results for an isolated molecule of C3H2Br2O.

Last column: Löwdin charge in e.
Element x y z (Å)
C: -1.5657 -0.3386 -1.0777  0.167
C: -0.5556 -0.2027 -0.4582  -0.225
C: 0.7225 -0.0363 0.1702  -1.122
O: 0.6956 -0.1653 1.4578  -0.066
Br: 2.2220 -0.8664 -0.6547  0.795
Br: 1.0540 2.2999 -0.0727  0.257
H: -2.4897 -0.7330 -1.3694  0.039
H: -0.0831 0.0424 2.0047  0.156

As for the HOMO-LUMO gap: 8.79 eV. As for the spin multiplicity: 1. As for the SMILES: C#CC(O)(Br)Br. For the energy above the lowest of the compared OMol25 structures with the same formula, charge and spin, the calculation gives 51.6 kcal per mole. Its charge is 0.

=====

Question: Which value of charge does entry 8 give?
Answer: -1

=====

Question: spin multiplicity of number 1 (C3H25NO11S)?
Answer: 2

=====

Question: What is the spin multiplicity in the tenth record?
Answer: 1